Model P:
DFT (ωB97M-V with the def2-TZVPD basis set) results for a cluster of 2 separate species, C3H5N2O2 in total.

For the HOMO energy (spin up / spin down), the calculation gives -3.9885 / -4.0392 eV. Its charge is -1. The spin multiplicity is 1. As for the frontier orbital gap (spin up / spin down): 7.18 / 7.42 eV.

Last column: Mulliken charge in e.
Atoms and positions in Å:
C: 0.0838 1.4395 1.0913  -0.795
C: -0.5586 1.0016 -0.0541  0.025
C: -1.0996 -0.9414 -1.6281  0.503
N: 1.6988 -1.0829 1.0897  -0.529
N: -0.4733 -0.2812 -0.4653  -0.252
O: -0.4115 -1.6634 -2.2594  -0.646
O: -2.3119 -0.7527 -1.5431  -0.678
H: 0.1618 2.5588 1.4607  0.174
H: 0.7636 0.8624 1.5758  0.486
H: -1.1305 1.7385 -0.7482  0.242
H: 0.8621 -1.6771 1.1568  0.254
H: 2.4153 -1.2024 0.3240  0.215

---

Model Q:
DFT (ωB97M-V with the def2-TZVPD basis set) results for a structure of composition C3H5N2O2.

For the HOMO energy, the calculation gives -2.5397 eV. Its charge is -1. The spin multiplicity is 1. As for the frontier orbital gap: 6.98 eV.

Last column: Mulliken charge in e.
Atoms and positions in Å:
C: -0.8101 1.8747 -1.1489  0.063
C: 0.2201 -0.0812 -0.7845  0.096
C: 0.0245 -0.6911 0.5758  -1.054
N: 0.2327 1.3515 -0.6372  -0.740
N: -1.4073 -0.4667 -1.5434  0.020
O: -1.2434 -0.9430 -2.6773  -0.550
O: -1.8226 1.3275 -1.6785  -0.525
H: -0.6423 2.9973 -1.2116  0.353
H: 0.8690 -0.4287 -1.5095  0.462
H: -0.3019 -1.7130 0.4081  0.314
H: -0.9121 -0.1958 0.8546  0.267
H: 0.7920 -0.5425 1.3857  0.294

---

Quick one: least stable of them? model P

---

Model P:
DFT (ωB97M-V with the def2-TZVPD basis set) results for an isolated molecule of C7H13N.

For the HOMO energy, the calculation gives -7.7818 eV. The spin multiplicity is 1. As for the frontier orbital gap: 8.80 eV.

Last column: Mulliken charge in e.
Atoms and positions in Å:
C: 2.4317 0.8505 1.0849  -1.107
C: 0.9264 1.1112 1.0379  -0.628
N: -1.3240 -0.9913 1.3672  -0.485
C: -0.7297 -0.5547 0.1756  0.689
C: 0.2498 0.3127 -0.0418  0.210
C: 0.7170 0.5502 -1.4701  -1.535
C: -2.7258 -1.3303 -1.1902  -0.836
C: -1.4077 -1.2436 -0.9844  -0.172
H: 2.9409 1.3711 1.9010  0.353
H: 2.6214 -0.2089 1.3026  0.307
H: 2.8580 1.1359 0.1331  0.293
H: 0.4562 1.0449 2.0238  0.316
H: 0.7740 2.1767 0.7860  0.265
H: -0.8415 -0.6715 2.1905  0.199
H: -2.3205 -1.0508 1.5254  0.192
H: -0.1530 0.9877 -1.9388  0.373
H: 1.1721 -0.2621 -2.0357  0.338
H: 1.6015 1.1893 -1.5595  0.381
H: -3.4219 -0.5865 -0.8058  0.276
H: -3.0659 -1.8080 -2.1050  0.314
H: -0.7589 -2.0223 -1.3966  0.258

---

Model Q:
DFT (ωB97M-V with the def2-TZVPD basis set) results for an isolated molecule of C7H13N.

For the HOMO energy, the calculation gives -8.3822 eV. The spin multiplicity is 1. As for the frontier orbital gap: 9.43 eV.

Last column: Mulliken charge in e.
Atoms and positions in Å:
C: 3.2695 0.7484 -0.1528  -0.940
C: 2.6563 -0.5703 0.1967  -0.331
C: 1.4294 -0.9183 -0.1132  -0.072
C: 0.1694 -1.1647 -0.2824  -0.039
C: -0.8924 -0.9319 0.8230  -0.858
C: -1.2944 1.3774 0.2558  -0.849
C: -2.7552 -0.2725 -0.5758  -0.995
H: 3.9333 0.5963 -1.0161  0.275
H: 2.4581 1.4143 -0.4347  0.288
H: 3.8950 1.1219 0.6956  0.287
H: 3.3541 -1.2909 0.6895  0.297
H: -0.1803 -1.6830 -1.1656  0.346
H: -1.3769 -1.9039 0.9259  0.309
H: -0.3749 -0.6759 1.7501  0.448
H: -0.5614 1.5982 1.0698  0.275
H: -0.7421 1.4322 -0.7435  0.285
H: -2.0965 2.1446 0.2144  0.307
H: -3.2397 -1.2163 -0.3912  0.312
H: -3.5381 0.4593 -0.7382  0.332
H: -2.2125 -0.3560 -1.5264  0.351
N: -1.9006 0.0912 0.5190  -0.029

---

Quick one: least stable of them? model Q

---

Model P:
DFT (ωB97M-V with the def2-TZVPD basis set) results for an isolated molecule of C7H13N.

For the HOMO energy, the calculation gives -6.5373 eV. The spin multiplicity is 1. As for the frontier orbital gap: 5.31 eV.

Last column: Mulliken charge in e.
Atoms and positions in Å:
C: 0.3339 2.2509 -0.9560  -1.359
C: -0.5936 1.0456 -0.8172  -0.178
C: -0.9887 0.5552 0.6191  -0.890
N: 2.0122 0.3340 0.5874  -0.641
C: 1.2204 -0.8046 0.5360  -0.278
C: -0.1274 -0.5625 1.2101  0.088
C: -1.0798 -2.0266 -0.6637  -1.151
C: -0.1418 -1.8934 0.4043  -0.028
H: 0.7035 2.5707 0.0202  0.328
H: -0.1927 3.0929 -1.4032  0.354
H: 1.2177 2.0062 -1.5288  0.300
H: -0.0785 0.1398 -1.1726  -0.062
H: -1.5138 1.2615 -1.3793  0.520
H: -0.9575 1.4387 1.2530  0.525
H: -1.9995 0.1150 0.5702  0.340
H: 1.9425 -1.6188 0.3942  0.452
H: 2.7837 0.1018 1.2166  0.248
H: -0.1402 -0.8660 2.2494  0.439
H: -0.7446 -1.8489 -1.6695  0.313
H: -1.9803 -2.6083 -0.5196  0.294
H: 0.3244 -2.6832 1.0494  0.387

---

Model Q:
DFT (ωB97M-V with the def2-TZVPD basis set) results for a structure of composition C7H13N.

For the HOMO energy, the calculation gives -8.1059 eV. The spin multiplicity is 1. As for the frontier orbital gap: 9.02 eV.

Last column: Mulliken charge in e.
Atoms and positions in Å:
C: -2.2924 -0.5918 0.4454  -0.996
C: -1.1992 -0.7881 -0.6594  -0.710
C: -0.1211 0.3704 -0.7627  1.020
C: 1.2236 -0.2142 -1.1084  -1.165
C: 1.7141 -0.8956 0.2195  -0.491
C: 0.5391 0.7987 0.5094  -0.277
C: -0.4687 1.8314 -0.1081  -1.021
H: -2.7551 -1.5747 0.9990  0.252
H: -3.2167 -0.0036 -0.1293  0.233
H: -1.9088 0.0880 1.4083  0.222
H: -0.7907 -1.7732 -0.5374  0.313
H: -1.8779 -0.8860 -1.5191  0.456
H: 0.9684 -1.0796 -1.8309  0.322
H: 1.8262 0.5692 -1.4714  0.514
H: 1.9729 -1.9938 0.2414  0.322
H: 2.7429 -0.4031 0.1148  0.285
H: 1.2695 0.0268 2.1922  0.314
H: 1.4239 1.5787 0.5105  0.296
H: -1.4748 2.0681 0.1321  0.249
H: 0.0837 2.7391 -0.3044  0.311
N: 0.7663 -0.3458 1.2829  -0.448

---

Quick one: least stable of them? model P